Entry 1:
{
  "formula": "C28H77F2N6O25P8S",
  "method": "wB97M-V/def2-TZVPD",
  "homo_lumo_gap_ev": 5.46,
  "e_tot_ev": -180963.399,
  "charge": 1,
  "species": ["C", "C", "C", "N", "C", "C", "C", "O", "N", "P", "N", "C", "N", "F", "P", "S", "N", "C", "F", "C", "C", "N", "H", "H", "H", "H", "H", "H", "H", "H", "H", "H", "H", "H", "H", "H", "H", "H", "H", "H", "H", "H", "H", "H", "H", "C", "O", "P", "O", "O", "C", "O", "C", "H", "H", "H", "H", "H", "H", "H", "H", "H", "C", "O", "P", "O", "O", "C", "O", "C", "H", "H", "H", "H", "H", "H", "H", "H", "H", "C", "O", "P", "O", "O", "C", "O", "C", "H", "H", "H", "H", "H", "H", "H", "H", "H", "C", "O", "P", "O", "O", "C", "O", "C", "H", "H", "H", "H", "H", "H", "H", "H", "H", "C", "O", "P", "O", "O", "C", "O", "C", "H", "H", "H", "H", "H", "H", "H", "H", "H", "C", "O", "P", "O", "O", "C", "O", "C", "H", "H", "H", "H", "H", "H", "H", "H", "H"],
  "xyz": [[0.58017, -2.52094, -0.48933], [0.31999, -1.41242, -1.60308], [1.60715, -0.81628, -2.27274], [-0.93477, -1.06553, -1.82661], [-1.60097, -1.78207, -2.88332], [-3.16700, -1.67774, -2.40237], [-3.30914, -1.10351, -0.90662], [-4.73581, -1.21656, -0.60576], [-1.70205, -1.21504, -4.25893], [-0.21518, -0.89844, -5.17304], [0.11426, 0.67095, -5.00305], [-2.47970, -2.20131, -5.02800], [-3.22552, -1.91723, -6.07625], [-3.87833, -2.96684, -6.63172], [-3.35960, -0.23121, -6.68573], [-4.98358, 0.51048, -5.87466], [-2.28356, -3.45752, -4.35691], [-1.43692, -3.33531, -3.11194], [-1.77817, -4.17967, -2.04121], [-0.06922, -3.97722, -3.61459], [-0.16237, -5.57640, -3.54376], [0.47390, -6.09260, -2.31672], [1.45500, -3.18274, -0.73087], [-0.36730, -3.05993, -0.22847], [0.86768, -1.92445, 0.43964], [2.42750, -0.59357, -1.52104], [2.03475, -1.63201, -2.94315], [1.43434, 0.12032, -2.86741], [-3.74262, -0.92903, -3.03459], [-3.68072, -2.67588, -2.37757], [-3.08469, -0.00826, -0.84076], [-2.78753, -1.74024, -0.14490], [-4.88483, -2.15985, -0.43479], [0.90188, -1.66240, -4.73905], [-0.42598, -1.11047, -6.57711], [0.08500, 1.11223, -5.93494], [-2.28161, 0.60201, -6.26045], [-3.44813, -0.15808, -8.10607], [-1.90803, -4.07708, -5.08500], [0.83566, -3.68703, -3.01122], [0.17678, -3.70906, -4.68995], [0.42550, -5.96845, -4.43511], [-1.22121, -5.95466, -3.70620], [0.37743, -5.42111, -1.54391], [-0.00877, -6.92886, -1.96318], [-0.01969, 1.78963, -1.00520], [-0.14116, 2.60239, 0.13918], [1.11394, 3.26883, 1.09281], [0.40427, 4.61139, 1.19164], [2.14520, 3.22989, -0.19536], [1.94169, 4.07895, -1.31583], [2.40504, 3.77019, 2.09897], [3.22532, 4.83955, 1.66826], [-0.84762, 1.08300, -1.01239], [-0.12173, 2.39919, -1.90390], [0.92215, 1.23838, -1.02352], [1.03835, 4.68437, -1.22741], [1.87074, 3.46220, -2.21520], [2.80918, 4.73046, -1.43218], [2.63826, 5.67558, 1.28574], [3.93047, 4.49491, 0.91083], [3.80146, 5.18226, 2.53042], [-4.85996, -7.02266, -5.14115], [-4.32573, -7.17840, -3.84612], [-4.89047, -8.18488, -2.57690], [-3.45604, -8.59826, -2.27412], [-5.57305, -9.20592, -3.67636], [-4.76618, -9.95034, -4.57943], [-5.48199, -9.17405, -1.30952], [-5.28223, -10.57524, -1.37774], [-4.70980, -5.98521, -5.45211], [-4.30639, -7.64486, -5.84476], [-5.92548, -7.25692, -5.18347], [-3.70324, -9.72648, -4.47813], [-5.08254, -9.72455, -5.60038], [-4.93342, -11.01516, -4.41216], [-4.26021, -10.82751, -1.66293], [-5.99090, -11.02548, -2.07273], [-5.48061, -10.98544, -0.38536], [7.58575, -1.02070, 3.94950], [6.94592, -0.75769, 2.72060], [5.32896, -0.26764, 2.44379], [5.73052, 0.74606, 1.38022], [5.22387, 0.41656, 3.94060], [5.95088, 1.59784, 4.25364], [3.64651, -0.05483, 2.21812], [3.08472, 1.20943, 2.50151], [8.30618, -1.82656, 3.79543], [8.15564, -0.14541, 4.26137], [6.88214, -1.31488, 4.73099], [6.58258, 1.93460, 3.43048], [6.57718, 1.40280, 5.12679], [5.24853, 2.38824, 4.52333], [3.67395, 2.02042, 2.08338], [2.97074, 1.34104, 3.57753], [2.08046, 1.23597, 2.05391], [-0.27586, 7.73621, 1.29670], [-1.15574, 8.78272, 1.64287], [-1.97414, 9.04163, 3.12557], [-1.68888, 10.53776, 3.11406], [-0.82623, 8.20009, 3.96217], [0.48019, 8.72417, 4.12620], [-2.97188, 9.09051, 4.51460], [-2.40208, 9.49508, 5.74264], [-0.41254, 7.51166, 0.23658], [0.75649, 8.06857, 1.41573], [-0.45318, 6.83003, 1.87789], [0.62141, 9.67620, 3.61158], [1.19771, 7.99802, 3.73504], [0.68745, 8.84875, 5.19031], [-1.78665, 10.38872, 5.63089], [-1.81547, 8.68332, 6.17439], [-3.22136, 9.71782, 6.42917], [2.28193, 12.24758, 2.94610], [3.27583, 11.38993, 3.46394], [4.43233, 10.45783, 2.60983], [5.52542, 10.83640, 3.60000], [4.39332, 11.49326, 1.32482], [4.90157, 12.81450, 1.44047], [5.44944, 9.38318, 1.74825], [6.58884, 9.90667, 1.09646], [1.40820, 12.19436, 3.59896], [2.63444, 13.27876, 2.97662], [1.98536, 11.97667, 1.93072], [5.25287, 13.04424, 2.44739], [4.11200, 13.51889, 1.16908], [5.71821, 12.94645, 0.72874], [7.14314, 10.59451, 1.73613], [6.30084, 10.40198, 0.16845], [7.23803, 9.06682, 0.84011], [-3.69175, -8.61176, 0.85929], [-2.66274, -9.50061, 1.23974], [-1.76538, -9.53508, 2.69868], [-1.83533, -11.05270, 2.80396], [-2.99109, -8.80174, 3.52790], [-4.20447, -9.49056, 3.78983], [-0.72161, -9.33892, 4.04063], [-1.18330, -9.72561, 5.31935], [-3.62364, -8.45294, -0.21561], [-4.66374, -9.06730, 1.04612], [-3.61720, -7.64778, 1.37037], [-4.22510, -10.48925, 3.35118], [-5.03404, -8.90618, 3.38488], [-4.34885, -9.56170, 4.86914], [-1.66813, -10.70240, 5.29851], [-1.86404, -8.97381, 5.72034], [-0.31646, -9.77904, 5.98106]]
}



Entry 2:
{
  "formula": "C28H77F6LiN16O22S2",
  "method": "wB97M-V/def2-TZVPD",
  "homo_lumo_gap_ev": 6.52,
  "e_tot_ev": -137350.507,
  "species": ["Li", "C", "F", "F", "F", "S", "O", "O", "N", "S", "O", "O", "C", "F", "F", "F", "C", "C", "O", "O", "H", "H", "H", "H", "H", "H", "C", "C", "O", "O", "H", "H", "H", "H", "H", "H", "C", "C", "O", "O", "H", "H", "H", "H", "H", "H", "C", "C", "O", "O", "H", "H", "H", "H", "H", "H", "C", "C", "O", "O", "H", "H", "H", "H", "H", "H", "C", "O", "N", "N", "H", "H", "H", "H", "C", "O", "N", "N", "H", "H", "H", "H", "C", "O", "N", "N", "H", "H", "H", "H", "C", "O", "N", "N", "H", "H", "H", "H", "C", "O", "N", "N", "H", "H", "H", "H", "C", "O", "N", "N", "H", "H", "H", "H", "C", "O", "N", "N", "H", "H", "H", "H", "C", "C", "C", "C", "C", "C", "N", "O", "C", "C", "C", "H", "H", "H", "H", "H", "H", "H", "H", "H", "H", "H", "H", "H", "H", "H", "H", "H", "H", "H"],
  "xyz": [[-1.20712, 0.64889, -2.92703], [-0.35645, -2.04419, -0.69518], [1.00401, -1.74403, -0.72881], [-0.70662, -2.27566, -1.87233], [-0.51662, -3.08461, 0.07954], [-1.37379, -0.58103, 0.08189], [-2.75320, -0.89011, -0.27984], [-1.11754, -0.49991, 1.56813], [-0.73630, 0.74128, -0.98458], [0.17365, 1.36978, 0.04898], [-0.58116, 2.11622, 1.06779], [1.29308, 0.58046, 0.51135], [0.92076, 2.70600, -1.08532], [1.60381, 3.62169, -0.45437], [1.74066, 2.08326, -1.93533], [-0.08309, 3.30826, -1.66186], [-0.85504, 7.12262, -0.18861], [0.57625, 6.78794, 0.22419], [0.62138, 6.13072, 1.46679], [-1.73000, 7.82957, 0.72869], [-1.35374, 6.22022, -0.54223], [-0.83238, 7.74491, -1.08322], [1.17287, 7.70005, 0.23786], [0.93048, 6.16225, -0.59504], [1.36971, 6.42141, 1.99320], [-1.13562, 8.33806, 1.28525], [-3.37153, 2.90742, -3.13554], [-3.91395, 1.97245, -1.97858], [-3.21636, 2.13573, -0.80470], [-2.25114, 2.27240, -3.63978], [-3.04839, 3.91377, -2.86921], [-4.09688, 2.87698, -3.94859], [-3.97277, 0.94618, -2.34108], [-4.92200, 2.21674, -1.64353], [-2.37509, 1.68796, -0.92030], [-2.36513, 2.22452, -4.59178], [-1.72007, -5.83153, 1.59676], [-1.31071, -5.03537, 2.81035], [-2.26169, -5.20586, 3.78967], [-1.48715, -7.17172, 1.79113], [-1.11547, -5.60944, 0.71742], [-2.77899, -5.82991, 1.33835], [-1.21452, -3.95665, 2.68698], [-0.37669, -5.47500, 3.16023], [-1.83887, -5.33802, 4.64135], [-2.25275, -7.51055, 2.26086], [0.85835, 3.59363, -6.32772], [1.55731, 3.51495, -4.98081], [2.90008, 4.00095, -4.89158], [0.78245, 4.85689, -6.91255], [-0.18186, 3.39923, -6.06645], [1.15925, 2.81588, -7.02962], [1.49919, 2.45503, -4.73322], [0.88061, 4.07517, -4.33557], [3.50908, 3.53956, -5.47281], [0.70058, 4.66045, -7.84867], [3.95944, -1.30214, 0.21448], [4.35001, -0.20598, -0.76295], [5.66669, -0.48405, -1.35884], [4.20724, -2.58946, -0.42281], [2.96985, -1.32831, 0.67069], [4.63734, -1.38866, 1.06364], [4.56256, 0.62902, -0.09535], [3.66925, 0.07199, -1.56755], [5.73167, 0.15235, -2.07463], [4.70755, -2.36489, -1.21075], [-4.37057, -4.48836, -1.73277], [-5.01662, -3.72867, -1.09005], [-4.94978, -5.09327, -2.69360], [-3.10987, -4.88750, -1.49865], [-5.94045, -4.91250, -2.77109], [-4.45096, -5.79342, -3.22376], [-2.76861, -4.47582, -0.64181], [-2.68368, -5.72060, -1.87865], [-3.51810, -1.39463, -4.01979], [-2.47548, -0.90685, -3.59209], [-4.70432, -1.26612, -3.56938], [-3.64153, -1.98152, -5.18055], [-5.36254, -1.81869, -4.09997], [-5.08897, -0.77142, -2.77729], [-2.94853, -2.24868, -5.86500], [-4.47894, -2.45965, -5.48096], [1.27664, -2.37193, 4.16304], [0.54199, -1.61507, 4.82388], [1.46209, -2.38038, 2.89773], [2.05202, -3.27672, 4.77710], [0.78919, -1.85426, 2.35877], [2.00614, -3.10923, 2.45854], [2.82158, -3.82280, 4.41697], [1.73191, -3.32705, 5.73370], [-5.92574, 0.02073, 0.79151], [-7.03564, 0.49395, 0.85868], [-5.58071, -0.83142, -0.12588], [-4.85254, 0.39786, 1.45971], [-6.17530, -1.20897, -0.84977], [-4.65256, -1.22967, -0.13223], [-5.05233, 0.97353, 2.26518], [-3.90883, 0.05275, 1.35769], [-0.53912, -5.03083, -3.79357], [-0.34762, -5.57086, -2.73531], [0.20563, -5.19625, -4.84726], [-1.56378, -4.20154, -4.08982], [0.16757, -4.48367, -5.56201], [0.99273, -5.80093, -4.66035], [-2.10790, -3.81843, -3.33004], [-1.47850, -3.68276, -4.95220], [1.43743, -0.45179, -4.14268], [0.42634, 0.22547, -4.07180], [2.60168, 0.05885, -3.96816], [1.46104, -1.72057, -4.37842], [3.43504, -0.51115, -3.94146], [2.65964, 1.01319, -3.64263], [0.60435, -2.20383, -4.60789], [2.41107, -2.05643, -4.30953], [-3.34220, -1.67867, 4.52195], [-4.33325, -2.42728, 4.60131], [-3.45262, -0.39645, 4.78520], [-2.18016, -2.11222, 4.11316], [-2.73457, 0.16414, 4.34905], [-4.38051, -0.06931, 5.01349], [-1.44726, -1.43101, 3.97562], [-2.20873, -3.11073, 3.96403], [1.77814, 3.94297, 4.68498], [2.44683, 2.71467, 3.98216], [2.93620, 3.26982, 2.58230], [3.95595, 2.34857, 1.87655], [5.13303, 1.92365, 2.80876], [4.63927, 1.31047, 4.17268], [3.60945, 2.22272, 4.79059], [3.30616, 1.86348, 6.09881], [4.20485, -0.14727, 3.93435], [5.84064, 1.21112, 5.15636], [1.34144, 1.68640, 3.68884], [0.80491, 4.20031, 4.26701], [2.47380, 4.78033, 4.63055], [1.64680, 3.93301, 5.76700], [2.11002, 3.45119, 1.89480], [3.49364, 4.16630, 2.85373], [4.34972, 2.85777, 0.99691], [3.42611, 1.47617, 1.49408], [5.80014, 2.78031, 2.90478], [5.72914, 1.17115, 2.29254], [3.53382, -0.28805, 3.08700], [5.09720, -0.69726, 3.63545], [3.77210, -0.66365, 4.79120], [6.68502, 0.72235, 4.67033], [6.07775, 2.20495, 5.53604], [5.58748, 0.58869, 6.01460], [0.62559, 2.15250, 3.01177], [0.86800, 1.50790, 4.65429], [1.62295, 0.70673, 3.30271], [2.52414, 1.32634, 5.95210]]
}



Entry 3:
{
  "formula": "C28H77N7O7",
  "method": "wB97M-V/def2-TZVPD",
  "smiles": "COC[C@H](C)N.COC[C@H](C)N.COC[C@H](C)N.COC[C@H](C)N.COC[C@H](C)N.COC[C@H](C)N.COC[C@H](C)N",
  "homo_lumo_gap_ev": 9.23,
  "e_tot_ev": -55044.602,
  "species": ["C", "O", "C", "C", "C", "N", "H", "H", "H", "H", "H", "H", "H", "H", "H", "H", "H", "C", "O", "C", "C", "C", "N", "H", "H", "H", "H", "H", "H", "H", "H", "H", "H", "H", "C", "O", "C", "C", "C", "N", "H", "H", "H", "H", "H", "H", "H", "H", "H", "H", "H", "C", "O", "C", "C", "C", "N", "H", "H", "H", "H", "H", "H", "H", "H", "H", "H", "H", "C", "O", "C", "C", "C", "N", "H", "H", "H", "H", "H", "H", "H", "H", "H", "H", "H", "C", "O", "C", "C", "C", "N", "H", "H", "H", "H", "H", "H", "H", "H", "H", "H", "H", "C", "O", "C", "C", "C", "N", "H", "H", "H", "H", "H", "H", "H", "H", "H", "H", "H"],
  "xyz": [[3.95230, 2.08286, -0.10906], [3.22339, 1.27487, 0.78102], [2.68862, 0.14136, 0.12570], [2.00313, -0.71264, 1.15197], [2.96859, -1.12885, 2.27371], [1.40496, -1.90933, 0.52192], [3.31326, 2.39144, -0.95347], [4.82471, 1.53469, -0.47170], [4.18557, 3.01979, 0.39221], [2.01124, 0.48989, -0.67099], [3.49682, -0.38725, -0.41525], [1.19324, -0.08223, 1.53762], [3.24146, -0.31853, 2.94961], [3.89493, -1.44425, 1.78158], [2.55378, -1.95725, 2.84486], [1.08504, -2.52048, 1.27487], [2.16978, -2.44079, 0.10657], [2.06644, -5.52850, 5.99107], [1.69999, -4.24708, 5.51951], [0.30366, -4.10832, 5.30674], [0.06983, -3.24931, 4.07799], [-1.40264, -2.92811, 3.93092], [0.57464, -3.90948, 2.85169], [3.11367, -5.45931, 6.28437], [2.00468, -6.26188, 5.18020], [1.46039, -5.82060, 6.85021], [-0.20552, -5.07468, 5.21951], [-0.13196, -3.59784, 6.18172], [0.67872, -2.35083, 4.19958], [-1.67089, -2.11333, 4.61250], [-2.09312, -3.75624, 4.09245], [-1.62057, -2.49873, 2.95347], [1.53946, -4.16635, 3.05470], [0.06991, -4.78603, 2.73146], [0.93623, -8.49713, 1.04321], [0.31226, -7.25419, 0.86623], [0.06556, -6.96224, -0.48929], [-0.69305, -5.66079, -0.57239], [-1.36207, -5.47628, -1.91772], [0.22195, -4.54268, -0.29233], [1.95821, -8.51227, 0.64879], [0.34283, -9.30111, 0.58997], [0.98955, -8.69530, 2.11487], [0.99072, -6.84237, -1.07037], [-0.53425, -7.76370, -0.94761], [-1.50690, -5.72460, 0.16869], [-0.74917, -5.79082, -2.76746], [-1.67999, -4.44836, -2.09446], [-2.27703, -6.07628, -1.97989], [0.33662, -4.49517, 0.72266], [-0.31081, -3.67003, -0.37680], [-0.93425, 2.98651, -1.65685], [-1.01827, 1.58904, -1.52666], [-1.25652, 1.17683, -0.19785], [-1.92177, -0.18930, -0.21460], [-2.17269, -0.69809, 1.19350], [-1.12619, -1.18715, -0.93607], [-0.34452, 3.48339, -0.87721], [-1.95553, 3.39247, -1.58408], [-0.52043, 3.27974, -2.61938], [-0.32856, 1.20430, 0.39726], [-1.90411, 1.90653, 0.32632], [-2.86693, -0.05668, -0.75005], [-2.89666, -0.03723, 1.69077], [-1.27215, -0.63157, 1.80438], [-2.65399, -1.66923, 1.12096], [-0.26178, -1.43420, -0.43684], [-0.75015, -0.82317, -1.80768], [-0.05633, 6.11396, 4.91382], [-0.63493, 4.93696, 5.46002], [0.14060, 3.76019, 5.34620], [-0.73125, 2.60606, 4.91526], [0.05133, 1.39158, 4.48848], [-1.57283, 3.04231, 3.77586], [-0.43860, 6.26068, 3.90049], [1.03044, 6.01695, 4.85996], [-0.29468, 6.95071, 5.56570], [0.96624, 3.88203, 4.63637], [0.58309, 3.54157, 6.32613], [-1.38965, 2.33019, 5.75288], [0.63239, 0.93911, 5.29792], [0.72264, 1.61730, 3.65824], [-0.63319, 0.59710, 4.17588], [-2.28074, 2.34341, 3.59067], [-2.02495, 3.90156, 4.06193], [-3.79684, 5.92297, -2.46056], [-3.42351, 7.23507, -2.81200], [-2.21572, 7.31184, -3.53169], [-2.47102, 7.57204, -5.00917], [-1.33668, 7.11868, -5.91439], [-2.79695, 8.97282, -5.23607], [-3.09167, 5.48054, -1.75743], [-3.93187, 5.30109, -3.35828], [-4.81056, 5.99056, -2.06388], [-1.60726, 8.12077, -3.11545], [-1.63255, 6.38573, -3.44456], [-3.32660, 6.91991, -5.27477], [-1.56473, 7.26174, -6.97239], [-1.08076, 6.07535, -5.73560], [-0.44229, 7.73366, -5.75213], [-3.58453, 9.24768, -4.66023], [-3.06740, 9.13871, -6.19738], [3.77233, -1.86020, -4.70937], [2.86950, -0.81261, -4.98910], [1.53082, -1.22736, -4.87262], [0.62242, -0.05994, -5.16837], [-0.84711, -0.38078, -4.94060], [0.82433, 0.40317, -6.56057], [4.75958, -1.58414, -5.06629], [3.47618, -2.77317, -5.24687], [3.75309, -2.09475, -3.63906], [1.31602, -2.07994, -5.53439], [1.32328, -1.56621, -3.84159], [0.91999, 0.74504, -4.47772], [-1.31225, -0.82886, -5.82066], [-1.39017, 0.53799, -4.72045], [-0.93695, -1.09071, -4.11754], [1.75670, 0.76180, -6.71121], [0.15003, 1.13427, -6.74473]]
}